Record 1
{"formula": "C20H19BeN5O2S3", "method": "the ωB97M-V functional and the def2-TZVPD basis", "spin_multiplicity": 1, "elements": ["Be", "C", "S", "C", "S", "N", "N", "C", "C", "C", "C", "C", "C", "N", "H", "H", "H", "H", "H", "H", "H", "H", "C", "C", "C", "C", "C", "C", "C", "S", "O", "O", "N", "C", "C", "C", "C", "C", "N", "H", "H", "H", "H", "H", "H", "H", "H", "H", "H", "H"], "positions_angstrom": [[1.365, -0.238, -1.571], [4.431, 4.132, -1.881], [4.831, 2.456, -1.380], [3.369, 1.592, -1.699], [3.398, -0.138, -1.433], [2.340, 2.204, -2.202], [1.269, 1.402, -2.364], [0.231, 1.834, -2.945], [-0.911, 0.937, -3.119], [-2.207, 1.384, -3.363], [-3.225, 0.470, -3.511], [-2.905, -0.882, -3.444], [-1.600, -1.235, -3.152], [-0.620, -0.337, -2.936], [5.334, 4.687, -2.088], [3.898, 4.635, -1.071], [3.799, 4.075, -2.736], [0.198, 2.865, -3.269], [-2.439, 2.444, -3.336], [-4.233, 0.789, -3.697], [-3.662, -1.653, -3.614], [-1.326, -2.288, -3.066], [-0.710, 0.019, 6.507], [-0.696, 0.094, 5.016], [0.489, 0.158, 4.308], [0.516, 0.271, 2.926], [-0.686, 0.341, 2.266], [-1.877, 0.260, 2.940], [-1.897, 0.149, 4.300], [-0.721, 0.556, 0.510], [-0.387, 1.921, 0.198], [-2.034, 0.001, 0.129], [0.455, -0.313, -0.120], [0.258, -1.697, -0.304], [-0.335, -2.593, 0.505], [-0.449, -3.890, 0.023], [0.150, -4.254, -1.149], [0.875, -3.289, -1.827], [0.930, -2.057, -1.389], [0.300, 0.154, 6.923], [-1.086, -0.921, 6.882], [-1.375, 0.793, 6.905], [1.405, 0.131, 4.872], [1.463, 0.393, 2.439], [-2.807, 0.286, 2.322], [-2.839, 0.046, 4.882], [-0.808, -2.290, 1.437], [-0.974, -4.627, 0.655], [0.065, -5.268, -1.538], [1.440, -3.509, -2.738]]}

=====

Record 2
{"formula": "C3H8NO4S2", "method": "the ωB97M-V functional and the def2-TZVPD basis", "spin_multiplicity": 1, "de_lowest_kj_mol": 0.0, "charge": -1, "elements": ["C", "C", "C", "S", "O", "O", "N", "S", "O", "O", "H", "H", "H", "H", "H", "H", "H", "H"], "positions_angstrom": [[-0.285, 1.838, -0.957], [-1.101, 0.916, -0.043], [-0.434, 0.629, 1.297], [0.767, -0.706, 1.348], [1.993, -0.144, 0.829], [0.769, -1.129, 2.734], [0.158, -1.899, 0.472], [0.663, -2.134, -1.023], [0.262, -1.103, -1.959], [2.007, -2.638, -1.155], [0.269, 2.563, -0.362], [0.416, 1.271, -1.563], [-0.942, 2.383, -1.636], [-2.052, 1.413, 0.173], [-1.344, -0.005, -0.564], [0.146, 1.501, 1.601], [-1.153, 0.430, 2.088], [-0.140, -3.187, -1.280]]}

=====

Record 3
{"formula": "C4H17N2O2", "method": "the ωB97M-V functional and the def2-TZVPD basis", "spin_multiplicity": 1, "de_lowest_kj_mol": 181.2, "charge": 1, "elements": ["C", "N", "C", "N", "C", "C", "H", "H", "H", "H", "H", "H", "H", "H", "H", "H", "H", "H", "H", "H", "H", "O", "H", "H", "O"], "positions_angstrom": [[1.453, -1.269, 0.237], [2.567, -0.313, 0.093], [0.324, -0.613, -0.659], [0.165, 0.777, 0.025], [-1.072, -2.620, -1.110], [-0.995, -1.343, -0.353], [1.317, -1.395, 1.301], [1.751, -2.210, -0.229], [3.251, -0.345, 0.846], [3.189, -0.564, -0.674], [0.393, -0.485, -1.731], [-0.815, 1.063, 0.079], [0.524, 0.711, 0.971], [0.629, 1.509, -0.513], [-0.033, -2.871, -1.382], [-1.278, -2.389, -2.191], [-1.870, -3.351, -0.933], [-1.861, -0.627, -0.455], [-1.120, -1.521, 0.742], [2.666, 3.384, 0.285], [1.909, 3.749, 1.598], [1.890, 3.179, 0.816], [-4.487, 1.623, -0.080], [-4.663, 1.151, 1.280], [-3.972, 1.173, 0.608]]}

=====

Record 4
{"formula": "C24H44AuBNP2", "method": "the ωB97M-V functional and the def2-TZVPD basis", "s_squared": 2.02, "spin_multiplicity": 3, "de_lowest_kj_mol": 81.4, "charge": 1, "elements": ["Au", "C", "C", "C", "C", "C", "C", "H", "H", "H", "C", "H", "H", "H", "C", "H", "H", "H", "C", "H", "H", "H", "C", "H", "H", "H", "C", "C", "C", "C", "C", "C", "C", "C", "H", "H", "H", "H", "H", "H", "H", "H", "H", "H", "H", "H", "P", "C", "C", "P", "C", "C", "C", "H", "H", "H", "H", "H", "H", "H", "H", "H", "H", "H", "H", "H", "H", "B", "C", "N", "H", "H", "H"], "positions_angstrom": [[0.687, -1.542, 0.950], [-1.768, -1.029, 3.672], [-1.437, -2.128, 2.884], [0.487, -1.382, 3.979], [-0.577, -0.564, 4.339], [0.038, -2.297, 2.904], [-3.123, -0.469, 3.886], [-3.721, -0.492, 2.966], [-3.073, 0.575, 4.216], [-3.671, -1.035, 4.656], [-0.519, 0.538, 5.327], [-1.478, 1.059, 5.373], [0.251, 1.270, 5.057], [-0.287, 0.158, 6.331], [1.841, -1.316, 4.544], [1.839, -1.397, 5.645], [2.313, -0.361, 4.281], [2.447, -2.141, 4.159], [0.676, -3.633, 2.701], [0.419, -4.312, 3.518], [1.763, -3.531, 2.636], [0.346, -4.069, 1.749], [-2.403, -3.017, 2.204], [-2.672, -3.890, 2.820], [-2.004, -3.395, 1.256], [-3.338, -2.485, 1.986], [-0.944, 1.699, 0.543], [-2.158, 1.139, 0.428], [-2.590, 0.185, -0.639], [-1.483, -0.370, -1.566], [-0.233, -0.984, -1.068], [1.014, -0.342, -0.848], [1.219, 1.146, -0.666], [-0.020, 2.055, -0.572], [-3.326, 0.687, -1.297], [-1.195, 0.479, -2.251], [-3.148, -0.654, -0.202], [-0.539, 2.142, -1.539], [-0.531, 1.949, 1.528], [-2.902, 1.347, 1.200], [0.370, 3.057, -0.323], [1.779, 1.334, 0.265], [1.883, -0.866, -1.288], [1.872, 1.508, -1.484], [-1.965, -1.095, -2.246], [-0.159, -2.059, -1.302], [-0.540, 1.347, -3.959], [-0.704, 3.156, -4.113], [-1.803, 0.666, -5.080], [1.748, -0.701, -4.357], [1.084, 1.019, -4.722], [1.049, -1.584, -5.821], [3.371, -0.293, -5.131], [0.153, 3.642, -3.623], [-1.632, 3.455, -3.598], [-0.750, 3.449, -5.171], [-1.786, 1.181, -6.050], [-2.779, 0.846, -4.592], [-1.678, -0.416, -5.222], [3.230, 0.022, -6.170], [4.014, -1.177, -5.087], [3.825, 0.520, -4.557], [1.812, 1.720, -4.264], [1.039, 1.211, -5.813], [1.563, -2.553, -5.870], [1.244, -1.023, -6.743], [-0.025, -1.760, -5.698], [3.233, 2.842, 4.527], [2.311, 2.180, 3.470], [1.637, 1.716, 2.635], [4.367, 2.412, 4.344], [2.839, 2.612, 5.654], [3.196, 4.041, 4.296]]}

=====

Record 5
{"formula": "C8H16N2", "method": "the ωB97M-V functional and the def2-TZVPD basis", "spin_multiplicity": 1, "de_lowest_kj_mol": 833.1, "smiles": "C=C=CCNCCCCN", "elements": ["C", "C", "C", "C", "C", "C", "C", "C", "H", "H", "H", "H", "H", "H", "H", "H", "H", "H", "H", "H", "H", "H", "H", "H", "N", "N"], "positions_angstrom": [[-3.188, 0.569, 0.355], [-2.346, -0.652, -0.256], [-0.994, -0.572, 0.348], [-0.033, -1.730, -0.136], [2.306, -1.192, -0.330], [2.151, 0.222, -0.153], [3.247, 1.067, -0.131], [4.137, 2.012, 0.242], [-3.780, 2.247, -1.080], [-2.121, 2.354, -0.189], [-4.184, 0.301, 0.278], [-3.164, 0.465, 1.504], [-2.379, -0.915, -1.342], [-2.886, -1.616, 0.073], [-0.696, 0.355, -0.208], [-1.061, -0.710, 1.400], [0.401, -1.174, -1.188], [-0.356, -2.903, -0.345], [1.229, -0.793, 1.348], [3.232, -1.548, 0.259], [2.370, -1.641, -1.211], [1.165, 0.770, -0.548], [4.792, 2.491, -0.614], [4.100, 2.363, 1.361], [-3.288, 2.023, -0.066], [1.347, -1.793, 0.627]]}

=====

Record 6
{"formula": "C18H45AsN6ORuS", "method": "the ωB97M-V functional and the def2-TZVPD basis", "s_squared": 8.76, "spin_multiplicity": 6, "de_lowest_kj_mol": 0.0, "charge": 3, "elements": ["Ru", "C", "C", "N", "C", "C", "N", "C", "C", "C", "N", "C", "C", "N", "C", "H", "H", "H", "H", "H", "H", "H", "H", "H", "H", "H", "H", "H", "H", "H", "H", "H", "H", "H", "H", "H", "H", "H", "H", "C", "As", "C", "C", "O", "H", "H", "H", "H", "H", "H", "H", "H", "H", "C", "N", "C", "C", "S", "N", "C", "C", "H", "H", "H", "H", "H", "H", "H", "H", "H", "H", "H", "H"], "positions_angstrom": [[-0.458, 0.083, 0.783], [0.090, 3.540, -0.131], [1.275, 2.903, 0.585], [1.385, 1.458, 0.278], [2.593, 0.837, 0.884], [2.260, 0.131, 2.185], [1.291, -0.951, 1.909], [0.978, -1.825, 3.082], [-0.471, -1.723, 3.532], [-0.805, -0.357, 4.114], [-1.074, 0.650, 3.049], [-2.526, 0.809, 2.791], [-2.750, 2.019, 1.900], [-1.756, 2.096, 0.786], [-1.202, 3.472, 0.660], [-0.042, 3.082, -1.119], [0.312, 4.591, -0.319], [1.181, 3.015, 1.668], [2.208, 3.396, 0.299], [1.460, 1.367, -0.733], [3.367, 1.590, 1.045], [2.989, 0.108, 0.173], [1.812, 0.821, 2.904], [3.172, -0.265, 2.639], [1.677, -1.534, 1.172], [1.638, -1.541, 3.904], [1.226, -2.852, 2.817], [-0.668, -2.500, 4.272], [-1.142, -1.944, 2.690], [0.034, 0.005, 4.710], [-1.664, -0.411, 4.785], [-0.715, 1.549, 3.358], [-3.080, 0.935, 3.725], [-2.886, -0.106, 2.320], [-2.636, 2.926, 2.495], [-3.771, 2.026, 1.518], [-2.233, 1.871, -0.083], [-1.015, 3.833, 1.671], [-1.963, 4.127, 0.228], [-2.411, -3.424, -1.311], [-3.192, -1.763, -0.822], [-4.759, -2.054, 0.215], [-3.631, -0.717, -2.350], [-2.086, -0.875, 0.150], [-3.165, -4.032, -1.812], [-2.079, -3.927, -0.404], [-1.565, -3.250, -1.973], [-5.475, -2.606, -0.394], [-5.190, -1.096, 0.501], [-4.509, -2.637, 1.099], [-4.410, -1.231, -2.914], [-2.755, -0.587, -2.982], [-4.014, 0.247, -2.018], [0.676, 1.219, -3.169], [1.910, 0.556, -2.749], [3.128, 1.307, -3.083], [1.928, -0.705, -2.265], [0.627, -1.291, -1.255], [2.921, -1.524, -2.583], [3.639, -1.452, -3.869], [3.294, -2.710, -1.805], [0.600, 1.207, -4.259], [0.696, 2.261, -2.849], [-0.184, 0.711, -2.745], [2.990, 2.329, -2.728], [3.316, 1.346, -4.155], [3.987, 0.878, -2.575], [3.058, -0.893, -4.595], [3.747, -2.473, -4.229], [4.632, -1.018, -3.757], [2.798, -2.710, -0.842], [4.375, -2.705, -1.671], [3.011, -3.609, -2.352]]}

=====

Record 7
{"formula": "H2O2Rb", "method": "the ωB97M-V functional and the def2-TZVPD basis", "spin_multiplicity": 1, "de_lowest_kj_mol": 0.0, "charge": -1, "elements": ["Rb", "O", "H", "O", "H"], "positions_angstrom": [[0.563, -1.406, -1.064], [1.619, 0.844, 0.086], [2.521, 1.146, 0.310], [-1.936, -0.398, 0.100], [-2.767, -0.187, 0.568]]}

=====

Record 8
{"formula": "C2H3NS3", "method": "the ωB97M-V functional and the def2-TZVPD basis", "spin_multiplicity": 1, "de_lowest_kj_mol": 87.1, "smiles": "S=CNSC=S", "elements": ["C", "C", "H", "H", "H", "N", "S", "S", "S"], "positions_angstrom": [[1.884, 0.229, -0.006], [-2.062, 0.125, -0.001], [2.053, 1.276, -0.002], [0.268, -1.033, 0.009], [-2.961, 0.739, 0.009], [0.564, -0.075, 0.003], [3.083, -0.868, -0.003], [-0.662, 1.106, -0.005], [-2.169, -1.500, -0.005]]}

=====

Record 9
{"formula": "C8H9Cl3CrN2O10", "method": "the ωB97M-V functional and the def2-TZVPD basis", "s_squared": 0.76, "spin_multiplicity": 2, "de_lowest_kj_mol": 20.2, "charge": -1, "elements": ["Cr", "O", "C", "C", "N", "C", "C", "O", "O", "C", "C", "O", "O", "H", "H", "H", "H", "H", "H", "H", "H", "H", "Cl", "C", "Cl", "Cl", "C", "O", "O", "O", "N", "O", "O"], "positions_angstrom": [[0.349, -0.117, -1.167], [2.125, 0.778, 1.217], [1.226, 1.846, 1.466], [-0.153, 1.250, 1.656], [-0.832, 0.896, 0.387], [-1.327, 2.116, -0.294], [-0.346, 2.618, -1.327], [-0.261, 3.797, -1.587], [0.342, 1.653, -1.894], [-1.961, -0.023, 0.623], [-2.388, -0.651, -0.696], [-3.509, -1.090, -0.833], [-1.438, -0.667, -1.600], [2.783, 1.038, 0.566], [1.225, 2.570, 0.647], [1.507, 2.379, 2.377], [-0.788, 1.948, 2.212], [-0.036, 0.340, 2.244], [-1.562, 2.907, 0.417], [-2.234, 1.865, -0.844], [-2.810, 0.490, 1.077], [-1.636, -0.828, 1.278], [1.644, -4.696, 1.398], [0.156, -3.801, 0.995], [-1.102, -4.936, 0.486], [-0.404, -2.945, 2.452], [0.508, -2.849, -0.215], [0.688, -3.380, -1.278], [0.537, -1.596, 0.119], [3.408, -0.203, -3.247], [2.470, -0.224, -2.501], [2.490, 0.248, -1.312], [1.329, -0.733, -2.820]]}

=====

Record 10
{"formula": "C39H47Br2N5O2S2Ti", "method": "the ωB97M-V functional and the def2-TZVPD basis", "s_squared": 2.01, "spin_multiplicity": 3, "de_lowest_kj_mol": 21.9, "elements": ["Ti", "C", "C", "C", "C", "C", "C", "C", "S", "O", "O", "N", "C", "C", "C", "C", "C", "N", "H", "H", "H", "H", "H", "H", "H", "H", "H", "H", "H", "Br", "C", "Br", "H", "H", "C", "C", "C", "C", "C", "C", "C", "C", "C", "C", "C", "C", "N", "C", "C", "C", "C", "C", "N", "C", "C", "C", "C", "H", "H", "H", "H", "H", "H", "H", "H", "H", "H", "H", "H", "H", "H", "H", "H", "H", "H", "H", "H", "H", "H", "H", "H", "H", "H", "H", "H", "H", "S", "C", "N", "C", "C", "C", "C", "H", "H", "H", "H", "H"], "positions_angstrom": [[-0.839, 0.295, -0.631], [-6.015, -0.272, 5.981], [-4.896, -0.049, 5.003], [-3.566, -0.099, 5.419], [-2.530, 0.127, 4.532], [-2.827, 0.408, 3.204], [-4.140, 0.463, 2.764], [-5.166, 0.234, 3.669], [-1.477, 0.621, 2.096], [-0.629, 1.667, 2.573], [-2.145, 0.922, 0.769], [-0.704, -0.709, 1.895], [-1.458, -1.741, 1.305], [-2.054, -2.746, 2.060], [-2.711, -3.760, 1.391], [-2.755, -3.752, 0.002], [-2.154, -2.710, -0.673], [-1.518, -1.723, -0.030], [-5.664, -0.784, 6.876], [-6.814, -0.866, 5.537], [-6.452, 0.679, 6.294], [-3.341, -0.318, 6.456], [-1.500, 0.086, 4.863], [-4.356, 0.690, 1.731], [-6.193, 0.277, 3.327], [-1.975, -2.710, 3.137], [-3.183, -4.560, 1.948], [-3.253, -4.533, -0.554], [-2.160, -2.631, -1.752], [-4.704, -0.128, -1.051], [-5.059, -0.632, -2.788], [-1.300, -0.338, -3.007], [-4.254, -0.515, -3.495], [-6.019, -1.068, -2.999], [1.305, -2.617, -2.095], [2.066, -2.997, -0.830], [1.214, -3.836, 0.134], [2.738, -1.896, -0.012], [3.911, -2.307, 0.628], [4.613, -1.494, 1.496], [4.123, -0.233, 1.774], [2.966, 0.237, 1.161], [2.466, 1.620, 1.559], [3.370, 2.730, 1.017], [2.348, 1.738, 3.081], [2.298, -0.585, 0.233], [1.237, 0.045, -0.519], [1.697, 0.909, -1.400], [0.912, 1.924, -1.951], [1.225, 2.831, -2.962], [0.141, 3.690, -3.048], [-0.801, 3.278, -2.087], [-0.345, 2.201, -1.418], [-2.149, 3.918, -1.841], [-2.159, 5.346, -2.396], [-2.471, 3.977, -0.347], [-3.222, 3.095, -2.567], [0.664, -1.749, -1.986], [0.678, -3.456, -2.405], [1.987, -2.388, -2.914], [2.892, -3.638, -1.153], [0.479, -3.219, 0.648], [1.836, -4.294, 0.905], [0.690, -4.630, -0.403], [4.277, -3.307, 0.421], [5.525, -1.848, 1.961], [4.644, 0.405, 2.477], [1.468, 1.765, 1.150], [4.397, 2.596, 1.364], [3.023, 3.705, 1.367], [3.379, 2.759, -0.074], [3.331, 1.786, 3.556], [1.800, 0.895, 3.500], [1.808, 2.649, 3.341], [2.751, 0.873, -1.661], [2.129, 2.832, -3.552], [0.043, 4.535, -3.709], [-1.370, 5.952, -1.945], [-3.120, 5.815, -2.173], [-2.029, 5.362, -3.478], [-1.689, 4.500, 0.207], [-2.577, 2.986, 0.084], [-3.412, 4.514, -0.203], [-3.075, 3.131, -3.648], [-4.217, 3.487, -2.337], [-3.187, 2.049, -2.262], [2.696, -0.725, -4.209], [4.108, -1.505, -3.812], [5.009, -0.931, -2.948], [6.155, -1.505, -2.499], [6.506, -2.745, -2.913], [5.633, -3.405, -3.817], [4.488, -2.816, -4.250], [4.757, -0.010, -2.621], [6.733, -0.912, -1.806], [7.415, -3.203, -2.558], [5.881, -4.400, -4.166], [3.816, -3.314, -4.932]]}

=====

In the order shown, the computed E values come out to -2407.20644, -1271.24179, -422.32370, -1838.39893, -423.62229, -3844.51693, -175.72394, -1327.28347, -3597.30561, -8732.52900 a.u..